Formula: C21H37I2NO14
Source: the Open Molecules 2025 dataset
Level of theory: ωB97M-V/def2-TZVPD

Geometry (Å):
C 3.1076 0.1422 2.3032
C 3.0230 0.8017 0.8563
I 4.8475 1.5492 -0.1274
C 1.7805 0.9121 0.1909
I 1.8261 1.8011 -1.8267
C 0.3507 0.4755 0.7503
C -0.3093 1.7340 1.4938
C -1.3940 2.5344 0.6357
O -2.1974 3.4621 1.4344
C -0.3792 -0.0827 -0.6112
C -1.5864 -0.9274 0.0235
C -1.1834 -1.2160 1.5624
O -1.8796 -1.7270 2.4557
N 0.2123 -0.7154 1.6227
H 2.8641 -0.9775 2.1943
H 2.4659 0.6408 3.0957
H 4.2068 0.1718 2.6394
H -0.8206 1.3964 2.4699
H 0.4853 2.4990 1.8201
H -2.1607 1.8441 0.1207
H -0.8970 3.1210 -0.2201
H -2.6729 2.8590 2.0479
H -0.9190 0.6644 -1.2716
H 0.4210 -0.7588 -1.0560
H -2.5683 -0.3619 0.0940
H -1.5707 -1.9665 -0.4532
H 0.9341 -1.4317 1.4802
C 2.1729 2.0002 -5.2938
O 1.8782 1.6088 -6.6329
C 1.2648 0.4177 -6.7386
O 0.9604 -0.3105 -5.8241
O 1.0497 0.1774 -8.0411
C 0.3996 -1.0643 -8.3072
H 2.6655 2.9722 -5.3299
H 1.2542 2.1000 -4.7110
H 2.8527 1.2857 -4.8246
H -0.5896 -1.0885 -7.8452
H 1.0090 -1.9009 -7.9591
H 0.2783 -1.1514 -9.3871
C -0.7001 5.0940 4.2046
O -0.4008 4.0939 5.1787
C -1.3716 3.8999 6.0848
O -2.4259 4.4830 6.1298
O -0.9631 2.9419 6.9328
C -1.9039 2.6291 7.9581
H 0.1507 5.1653 3.5266
H -1.5809 4.8147 3.6236
H -0.8435 6.0661 4.6812
H -2.8333 2.2516 7.5265
H -2.0960 3.5026 8.5846
H -1.4695 1.8465 8.5806
C -6.7932 -1.0457 -3.1319
O -5.6422 -1.4725 -3.8586
C -4.5964 -0.6353 -3.7738
O -4.5660 0.4004 -3.1561
O -3.5902 -1.1522 -4.4961
C -2.4038 -0.3595 -4.4957
H -7.5719 -1.7957 -3.2720
H -6.5707 -0.9732 -2.0653
H -7.1592 -0.0911 -3.5156
H -2.0082 -0.2592 -3.4826
H -2.5960 0.6221 -4.9346
H -1.6589 -0.8696 -5.1070
C 2.1192 -4.0254 2.5223
O 2.8736 -5.2336 2.5506
C 4.2007 -5.0532 2.4540
O 4.7652 -3.9926 2.3502
O 4.7881 -6.2589 2.4930
C 6.2111 -6.2192 2.3991
H 1.0641 -4.2874 2.6066
H 2.3843 -3.3855 3.3669
H 2.2704 -3.4995 1.5758
H 6.6375 -5.6662 3.2385
H 6.5226 -5.7800 1.4491
H 6.5758 -7.2458 2.4410

Formula: C21H37N5O2S2
Source: the Open Molecules 2025 dataset
Level of theory: ωB97M-V/def2-TZVPD

SMILES: CCN(CC)CCNC(=O)CNC(=S)N(CCCN1CCOCC1)Cc1cccs1

Geometry (Å):
C -6.1871 -1.6230 -0.3419
H -6.8542 -1.0439 -0.9748
H -6.3458 -1.3156 0.6891
C -4.7353 -1.3819 -0.7742
N -3.7212 -2.1272 -0.0535
C -3.5452 -1.7422 1.3313
C -2.8672 -0.3704 1.4498
N -1.7140 -0.3009 0.5860
C -1.6973 0.4698 -0.5118
O -2.5218 1.3274 -0.7677
C -0.4765 0.2210 -1.4093
N 0.7834 0.4334 -0.7394
C 1.4606 -0.5535 -0.1239
N 2.6698 -0.2605 0.4082
C 3.3728 0.9778 0.1520
H 3.0034 1.4256 -0.7718
C 3.2707 1.9776 1.3102
H 3.6195 1.5003 2.2279
H 3.9442 2.8101 1.1040
C 1.8545 2.4913 1.5703
N 1.1937 3.0343 0.3876
C -0.1705 3.4450 0.7200
C -0.8750 4.0107 -0.5121
O -0.1623 5.0962 -1.0611
C 1.1377 4.6937 -1.4019
C 1.9003 4.1782 -0.1804
H 1.9875 4.9918 0.5586
H 2.9007 3.8756 -0.4916
H 1.0995 3.9002 -2.1654
H 1.6374 5.5704 -1.8179
H -0.9996 3.2209 -1.2634
H -1.8600 4.3882 -0.2382
H -0.1585 4.2123 1.5118
H -0.7266 2.5776 1.0806
H 1.2345 1.6636 1.9288
H 1.9020 3.2456 2.3746
H 4.4295 0.7327 0.0015
C 3.4312 -1.2810 1.1122
C 4.4108 -1.9670 0.2168
C 4.1850 -2.9907 -0.6488
C 5.3371 -3.3672 -1.3753
C 6.4245 -2.6235 -1.0557
S 6.0670 -1.4424 0.1405
H 7.4216 -2.6886 -1.4434
H 5.3517 -4.1608 -2.1005
H 3.2248 -3.4615 -0.7577
H 3.9520 -0.8053 1.9472
H 2.7209 -2.0166 1.4999
S 0.8375 -2.1024 -0.0249
H 0.9949 1.4089 -0.5037
H -0.5152 -0.8141 -1.7629
H -0.5363 0.8986 -2.2646
H -1.0798 -1.0981 0.6052
H -3.5409 0.4357 1.1532
H -2.5605 -0.2091 2.4893
H -4.4882 -1.7228 1.9033
H -2.8914 -2.4824 1.7965
C -3.7828 -3.5661 -0.2455
H -4.4330 -4.0575 0.4982
H -4.2105 -3.7493 -1.2336
C -2.3915 -4.1937 -0.2016
H -1.9563 -4.1449 0.7929
H -1.7269 -3.6711 -0.8834
H -2.4478 -5.2388 -0.4953
H -4.6312 -1.6456 -1.8310
H -4.5020 -0.3196 -0.6837
H -6.4484 -2.6749 -0.4352

Formula: C21H38F2I2N4O5P
Source: the Open Molecules 2025 dataset
Level of theory: ωB97M-V/def2-TZVPD

Net charge: +1

Geometry (Å):
C 2.8222 2.8978 4.5989
C 3.4289 2.3509 3.3077
C 2.7754 1.0852 2.7787
F 2.6369 0.1831 3.8106
N 1.4592 1.2467 2.1804
C 0.2374 1.0470 2.9864
C -0.4976 2.3236 3.3548
C -1.7762 1.9783 4.1149
I -3.3168 1.2720 2.8312
C 1.2592 1.5610 0.8989
N 0.0236 1.6751 0.3849
C 0.1777 1.9004 -0.9018
P -1.2753 1.9255 -2.0825
O -2.4194 2.1209 -0.9772
O -1.0533 3.4185 -2.6809
N 1.4728 1.9812 -1.2348
C 1.9979 2.1591 -2.5687
C 2.3588 0.8880 -3.3278
O 3.0329 0.8867 -4.2856
F 1.8605 -0.2297 -2.8037
N 2.1994 1.7699 -0.0776
C 3.6481 1.7190 -0.1448
C 4.1968 0.3074 -0.4588
C 5.4991 -0.0001 0.2519
I 7.1807 0.6187 -0.9074
H 3.6012 3.2479 5.2640
H 2.2160 2.1678 5.1206
H 2.1939 3.7599 4.3941
H 3.4577 3.1139 2.5355
H 4.4644 2.0724 3.5001
H 3.4323 0.5892 2.0675
H 0.5041 0.5230 3.8938
H -0.4308 0.3973 2.4275
H -0.7926 2.8622 2.4609
H 0.1022 2.9413 4.0158
H -1.5891 1.1881 4.8347
H -2.1465 2.8290 4.6699
H -2.3808 2.9710 -0.5173
H -0.8623 4.1159 -2.0393
H 1.2491 2.6819 -3.1557
H 2.8903 2.7719 -2.6030
H 3.9836 2.4033 -0.9146
H 4.0833 2.0678 0.7790
H 4.2956 0.1686 -1.5301
H 3.4455 -0.4133 -0.1303
H 5.6128 -1.0688 0.3727
H 5.5596 0.4520 1.2346
C -1.3564 -3.2102 -1.1213
C 0.0815 -2.8565 -1.5055
C 0.4655 -1.9244 -0.3656
O -0.2503 -2.3462 0.7839
C -1.2628 -3.2891 0.3966
H -1.7172 -4.1322 -1.5683
H -2.0356 -2.4098 -1.4164
H 0.7101 -3.7494 -1.4922
H 0.1728 -2.3920 -2.4856
H 0.1711 -0.8976 -0.5879
H 1.5369 -1.9409 -0.1341
H -0.9549 -4.2853 0.7279
H -2.1960 -3.0314 0.8958
C -6.3094 -2.4534 -3.2663
C -6.4040 -3.9776 -3.3080
C -4.9645 -4.3829 -3.0219
O -4.4220 -3.3652 -2.1731
C -5.3039 -2.2404 -2.1425
H -7.2607 -1.9593 -3.0780
H -5.9094 -2.0758 -4.2096
H -7.0627 -4.3347 -2.5141
H -6.7701 -4.3690 -4.2550
H -4.3729 -4.4244 -3.9427
H -4.8849 -5.3452 -2.5162
H -5.8006 -2.2089 -1.1668
H -4.7183 -1.3267 -2.2613

| no. | HOMO energy (eV) | lowest unoccupied orbital energy (eV) | orbital gap (eV) |
| --- | --- | --- | --- |
| 1 | -9.01 | -0.38 | 8.62 |
| 2 | -8.11 | 0.56 | 8.67 |
| 3 | -11.15 | -3.25 | 7.90 |